Density functional theory data (ωB97M-V/def2-TZVPD) for C45H38Br2ClFN5O10PSTc as an isolated structure.

Results
E_LUMO (alpha / beta) = -4.59 / -4.59 eV
Kohn-Sham gap (alpha / beta) = 0.242 / 0.228 hartree
spin multiplicity = 2
total charge = +2

```
105
C45H38Br2ClFN5O10PSTc, DFT ωB97M-V/def2-TZVPD
Tc -0.38831 0.15006 -0.74752
F -5.38861 -4.22435 0.57479
C -4.12267 -4.55782 0.25636
C -3.18985 -3.56989 0.14275
C -1.88005 -3.87746 -0.23732
C -0.92286 -2.77949 -0.37360
O -1.33540 -1.61797 -0.16588
C 0.39420 -3.14237 -0.76322
C 0.65461 -4.45607 -1.00704
N -0.21923 -5.47951 -0.91688
C 0.31719 -6.78192 -1.32040
C 0.05805 -8.08512 -0.63640
C -0.43259 -7.84768 -2.05097
C -1.52565 -5.20729 -0.51122
C -2.49949 -6.19990 -0.33842
C -3.79812 -5.90103 0.02672
N -4.72342 -6.97231 0.14895
C -4.99317 -7.77719 -1.03724
C -5.11500 -9.24142 -0.59724
N -5.56287 -9.25135 0.84439
C -6.60315 -8.19366 1.08242
C -5.93145 -6.81577 0.95686
C 1.59547 -2.21119 -0.83842
O 2.69034 -2.71075 -1.01216
O 1.38525 -0.94533 -0.65733
H -3.46399 -2.53289 0.30423
H 1.66819 -4.70607 -1.29318
H 1.33391 -6.64058 -1.65042
H -0.65379 -8.12601 0.17455
H 0.91366 -8.73055 -0.49707
H -1.49009 -7.71495 -2.22256
H 0.08495 -8.33574 -2.86454
H -2.25683 -7.24053 -0.46385
H -4.18399 -7.68292 -1.75507
H -5.90977 -7.44649 -1.53967
H -4.16356 -9.76738 -0.63637
H -5.85393 -9.79159 -1.17553
H -4.75215 -9.03626 1.42704
H -5.90548 -10.17458 1.10841
H -7.04213 -8.34647 2.06455
H -7.37237 -8.35069 0.32948
H -5.65174 -6.43760 1.93858
H -6.66022 -6.12594 0.52686
O 1.17433 -0.34455 3.71084
S 1.23789 -0.67024 2.12787
O 0.55641 -1.91553 2.06687
O -0.03884 0.56080 1.64774
C 1.54511 0.92190 4.16936
C 2.56620 1.02097 5.08730
C 2.82848 2.26703 5.63756
C 2.07461 3.37535 5.27174
C 1.06411 3.25523 4.33210
C 0.79511 2.01383 3.75099
P -0.56877 1.70546 2.62267
C -1.94173 1.11595 3.57624
C -2.44205 1.92001 4.60149
C -3.49233 1.45983 5.37462
C -4.02752 0.20083 5.13202
C -3.52034 -0.59775 4.11692
C -2.47476 -0.14416 3.32859
C -0.93730 3.26116 1.74523
C -2.26579 3.87192 1.87110
C -2.43496 5.15748 1.53610
C -1.32107 6.03748 1.23952
C -0.05403 5.60491 1.27072
C 0.24097 4.18151 1.41703
H 3.12151 0.13828 5.37467
H 3.62322 2.37093 6.36417
H 2.27640 4.33844 5.72061
H 0.48281 4.12503 4.05501
H -2.02308 2.90133 4.79559
H -3.89247 2.07993 6.16540
H -4.84839 -0.15655 5.73988
H -3.94766 -1.57384 3.92959
H -2.10154 -0.74547 2.51000
H -3.09593 3.25816 2.18521
H -3.43123 5.57933 1.56099
H -1.52522 7.08957 1.08817
H 0.78048 6.29183 1.21220
H 1.24252 3.90465 1.72567
Br 3.37481 4.59148 -4.13674
C 2.35317 3.36534 -3.15486
C 2.61633 3.15810 -1.81130
C 1.81923 2.26514 -1.12984
N 0.80814 1.59877 -1.70033
C 0.61065 1.75051 -3.02017
C 1.35235 2.64425 -3.77527
C -0.39228 0.84257 -3.59687
C -0.79016 0.88445 -4.92123
C -1.71472 -0.03929 -5.36972
Br -2.27861 -0.01417 -7.15831
C -2.22622 -0.97230 -4.48732
C -1.79380 -0.94093 -3.17893
N -0.88608 -0.06243 -2.73048
H 3.42491 3.67209 -1.31196
H 1.98720 2.05716 -0.08373
H 1.17340 2.76629 -4.83282
H -0.39666 1.62798 -5.59745
H -2.96399 -1.69615 -4.80099
H -2.20641 -1.61115 -2.43974
O -3.53911 0.28214 -1.10098
Cl -2.51044 1.13058 -0.51647
O -2.60238 2.47614 -1.05216
O -2.72617 1.17431 0.95063
O -0.31175 3.27686 0.46403
```

***

Density functional theory data (ωB97M-V/def2-TZVPD) for C45H38Cl2P2ReSi as an isolated structure.

Results
E_LUMO = -9.26 eV
Kohn-Sham gap = 0.274 hartree
energy above the lowest of the compared OMol25 structures with the same formula, charge and spin = 0.0000 eV
total charge = +3

```
89
C45H38Cl2P2ReSi, DFT ωB97M-V/def2-TZVPD
Re 1.03245 -0.42640 -0.08388
C -0.37182 3.58308 -0.28454
Si -1.02415 1.98273 0.30564
C -1.11127 1.71312 2.11440
C -1.39911 2.80799 2.93182
C -1.30602 2.68757 4.31688
C -0.88729 1.49150 4.87806
C -0.61097 0.38493 4.07442
C -0.74767 0.49592 2.70174
P -0.61435 -0.89451 1.55674
C -2.26811 -1.59761 1.50227
C -3.04260 -1.69627 0.35170
C -4.33997 -2.18134 0.42679
C -4.86712 -2.56871 1.64862
C -4.09201 -2.48611 2.79987
C -2.80207 -1.99831 2.73145
C 0.53341 -2.07341 2.26615
C 1.78448 -1.56733 2.67586
C 2.73246 -2.42187 3.22501
C 2.44363 -3.77218 3.35023
C 1.22729 -4.28329 2.90409
C 0.27759 -3.44804 2.34802
C -2.18687 1.20376 -0.88512
C -3.53242 1.55565 -0.74800
C -4.48060 1.03951 -1.62639
C -4.09523 0.17365 -2.63965
C -2.75782 -0.17813 -2.79238
C -1.80868 0.34621 -1.92135
P -0.05884 -0.00544 -2.09814
C 0.63924 1.15096 -3.27520
C 1.91193 1.68063 -3.09083
C 2.45448 2.53928 -4.03350
C 1.72766 2.86525 -5.16895
C 0.46150 2.32852 -5.36909
C -0.08516 1.47615 -4.42606
C 0.13644 -1.66975 -2.75707
C 0.88851 -1.90823 -3.90793
C 1.20758 -3.21021 -4.26213
C 0.80376 -4.27392 -3.46599
C 0.05870 -4.04637 -2.31794
C -0.27693 -2.74833 -1.96029
H -1.22378 4.17833 -0.62832
H 0.25877 3.42005 -1.16285
H 0.17985 4.13956 0.47349
H -1.68003 3.76371 2.50983
H -1.53740 3.53296 4.94750
H -0.77610 1.40862 5.94887
H -0.29535 -0.54361 4.53210
H -2.65865 -1.39703 -0.61025
H -4.93540 -2.25590 -0.47193
H -5.88068 -2.93560 1.70846
H -4.49613 -2.80308 3.74866
H -2.21394 -1.94391 3.63989
H 1.98024 -0.49912 2.64903
H 3.66906 -2.02798 3.59223
H 3.16797 -4.43665 3.80180
H 1.01899 -5.33820 3.00653
H -0.67782 -3.84443 2.03160
H -3.86503 2.21458 0.04372
H -5.52058 1.30879 -1.50813
H -4.83593 -0.23245 -3.31301
H -2.46780 -0.86388 -3.57956
H 2.49408 1.39993 -2.22101
H 3.44467 2.94496 -3.89103
H 2.14917 3.53459 -5.90413
H -0.09786 2.57361 -6.25948
H -1.07592 1.07502 -4.58943
H 1.21947 -1.08611 -4.52715
H 1.77339 -3.39659 -5.16287
H 1.06323 -5.28370 -3.74827
H -0.27401 -4.87706 -1.71198
H -0.88563 -2.58921 -1.07857
Cl 3.25323 -4.02032 -0.03873
C 4.00140 -2.49309 -0.26890
Cl 2.87245 -1.38135 -1.28999
H 4.87075 -2.55549 -0.92049
H 4.18429 -1.95794 0.66001
C 1.42169 1.15460 0.44218
C 2.04952 2.35409 0.94905
C 1.98167 2.61328 2.32380
C 2.63267 3.72061 2.84087
C 3.33854 4.56738 1.99647
C 3.40724 4.31148 0.63140
C 2.76859 3.20528 0.10149
H 1.42765 1.95652 2.97928
H 2.59353 3.91883 3.90137
H 3.84068 5.43201 2.40402
H 3.96200 4.97248 -0.01642
H 2.81918 3.01082 -0.95647
```

***

Density functional theory data (ωB97M-V/def2-TZVPD) for C45H38Co2N4O5P as an isolated structure.

Results
E_LUMO = 2.26 eV
Kohn-Sham gap = 0.178 hartree
total charge = -1

```
95
C45H38Co2N4O5P, DFT ωB97M-V/def2-TZVPD
C 5.93849 0.29421 4.27883
C 5.12935 -0.82087 4.01181
C 3.78959 -0.64714 3.67105
C 3.22336 0.65340 3.61522
C 1.81884 0.86436 3.31751
C 0.86484 -0.01649 2.81767
N -0.27129 0.70340 2.70437
C -1.58158 0.28133 2.21539
C -2.50280 0.06603 3.42134
C -3.92121 -0.47671 3.20284
C -4.73442 0.17370 4.34206
C -3.90836 1.39564 4.81541
N -2.68031 1.28152 4.11914
N -0.07068 1.96265 3.20814
N 1.19255 2.07026 3.53464
C 4.05589 1.76614 3.87669
C 5.39916 1.58990 4.20379
H 6.98672 0.15188 4.54290
H 5.54509 -1.82837 4.06993
H 3.14815 -1.50161 3.45210
H 0.94088 -1.06415 2.58235
H -1.99901 1.07951 1.57497
H -1.43441 -0.64243 1.64528
H -1.99002 -0.68844 4.06490
H -4.30863 -0.16075 2.22346
H -3.93771 -1.57158 3.24127
H -5.73219 0.47111 4.00268
H -4.85445 -0.54080 5.16654
H -4.43358 2.33883 4.58782
H -3.76232 1.37309 5.91006
H -1.93246 1.96324 4.18318
H 3.61930 2.76536 3.81389
H 6.02825 2.45968 4.40209
O -6.62311 -4.82163 0.22099
C -7.05997 -3.75427 0.16486
Co -7.77580 -2.17028 0.04177
C -8.11342 -2.21605 -1.69130
O -8.43374 -2.43865 -2.78465
C -9.25436 -2.74359 0.77984
O -10.16706 -3.30757 1.22136
C -6.90990 -1.17424 1.22042
C -6.27481 -1.14321 -0.06664
C -5.03282 -1.24680 -0.66985
C -4.93210 -1.69792 -2.03243
C -3.96318 -2.66457 -2.41392
C -3.94786 -3.16951 -3.70924
C -4.83232 -2.66326 -4.67888
C -5.76032 -1.67763 -4.32340
C -5.81994 -1.22511 -3.01655
Co -7.57071 0.19198 0.21313
C -8.03120 0.77584 -1.38683
O -8.35761 1.30931 -2.37175
C -6.87104 1.56415 1.02846
O -6.37995 2.43562 1.62589
P -9.57380 0.46619 1.09151
C -11.09891 -0.09449 0.25101
C -12.35261 0.09391 0.85532
C -13.50676 -0.38153 0.22266
C -13.41564 -0.99298 -1.03374
C -12.17806 -1.11595 -1.66323
C -11.01967 -0.66131 -1.02749
C -9.58630 -0.32522 2.74788
C -10.53906 -1.27306 3.12571
C -10.42746 -1.91804 4.35787
C -9.35216 -1.63783 5.20273
C -8.41786 -0.66205 4.84978
C -8.54727 0.01265 3.63150
C -10.01980 2.20604 1.50077
C -10.19541 2.66678 2.81502
C -10.37265 4.03254 3.06252
C -10.43773 4.93563 2.00045
C -10.36626 4.46905 0.68474
C -10.16474 3.10843 0.43120
H -6.48424 -1.28686 2.20136
H -4.13620 -1.13314 -0.06415
H -3.28404 -3.02887 -1.64079
H -3.24227 -3.96536 -3.96576
H -4.79713 -3.03936 -5.70435
H -6.45159 -1.26844 -5.06499
H -6.50496 -0.42285 -2.73872
H -12.42314 0.60275 1.82080
H -14.47318 -0.27214 0.71323
H -14.31389 -1.36780 -1.52578
H -12.09851 -1.56656 -2.65435
H -10.04724 -0.74319 -1.52478
H -11.39297 -1.47943 2.48326
H -11.18593 -2.64661 4.64208
H -9.24309 -2.17509 6.14424
H -7.58819 -0.40944 5.51431
H -7.84066 0.80754 3.36248
H -10.19139 1.96898 3.65327
H -10.45214 4.38311 4.09195
H -10.55134 6.00197 2.19618
H -10.45668 5.16284 -0.15148
H -10.11052 2.74388 -0.59943
```